# 1
A molecular structure, C40H42AsIMnNO3PSTe. Source: the OMol25 dataset; level of theory: ωB97M-V with the def2-TZVPD basis set.

2S+1 ... 6
E_HOMO (spin up / spin down) ... -7.7 / -7.7 eV
Total charge ... 0
Energy above the lowest of the compared OMol25 structures with the same formula, charge and spin ... 9.6 kcal/mol
<S²> ... 8.762
Calculated total energy ... -6521.94615 a.u.

Each line ends with the Mulliken charge.
Positions of all 92 atoms, in Å:
Mn1 -0.598 -0.365 0.138  0.839
I1 -3.318 -0.067 -0.500  0.117
C1 -4.055 1.087 1.092  0.205
C2 -5.205 0.559 1.621  -0.700
C3 -5.994 1.300 2.519  -0.875
C4 -5.634 2.580 2.798  -0.836
C5 -4.441 3.139 2.279  0.773
C6 -4.148 4.485 2.600  -0.817
C7 -3.003 5.074 2.161  -1.397
C8 -2.076 4.293 1.458  0.056
C9 -2.299 2.979 1.125  0.883
P1 -0.773 2.145 0.514  1.552
C10 -0.323 3.078 -0.984  0.823
C11 0.232 4.357 -0.988  -0.016
C12 0.485 5.007 -2.182  -0.905
C13 0.180 4.394 -3.390  -0.783
C14 -0.368 3.122 -3.398  -0.332
C15 -0.610 2.469 -2.201  0.062
C16 0.429 2.645 1.787  0.821
C17 0.057 2.552 3.128  -0.942
C18 0.981 2.795 4.129  -0.655
C19 2.292 3.119 3.807  -0.707
C20 2.676 3.199 2.478  -0.862
C21 1.750 2.962 1.473  -0.753
C22 -3.557 2.375 1.462  0.310
H1 -5.532 -0.427 1.323  0.440
H2 -6.891 0.865 2.931  0.421
H3 -6.253 3.203 3.428  0.372
H4 -4.859 5.033 3.200  0.404
H5 -2.776 6.105 2.393  0.433
H6 -1.121 4.743 1.220  0.163
H7 0.484 4.852 -0.059  0.326
H8 0.922 5.995 -2.171  0.452
H9 0.377 4.905 -4.321  0.421
H10 -0.600 2.632 -4.333  0.440
H11 -1.025 1.462 -2.219  -0.641
H12 -0.956 2.276 3.395  0.424
H13 0.678 2.718 5.164  0.464
H14 3.013 3.304 4.592  0.412
H15 3.696 3.444 2.217  0.467
H16 2.070 3.032 0.440  0.490
Te1 -1.109 -1.180 2.629  -0.293
C23 0.460 -2.457 3.244  -0.077
C24 1.341 -2.034 4.232  -0.406
C25 2.378 -2.859 4.643  -0.537
C26 2.548 -4.108 4.068  -0.631
C27 1.670 -4.533 3.085  -0.259
C28 0.629 -3.715 2.677  -0.308
H17 1.224 -1.056 4.676  0.472
H18 3.060 -2.519 5.411  0.387
H19 3.363 -4.744 4.379  0.391
H20 1.799 -5.504 2.626  0.428
H21 -0.052 -4.059 1.914  0.327
C29 -2.116 -0.430 -4.153  -1.005
C30 -1.868 -1.733 -3.406  -0.814
As1 -0.342 -1.790 -2.156  0.210
C31 1.180 -1.734 -3.375  0.960
C32 1.669 -0.337 -3.719  -1.080
C33 -0.467 -3.696 -1.756  0.045
C34 -1.587 -4.015 -0.782  -1.077
H22 -2.932 -0.552 -4.866  0.439
H23 -1.239 -0.120 -4.718  0.219
H24 -2.393 0.386 -3.485  0.101
H25 -1.661 -2.541 -4.117  0.587
H26 -2.758 -2.039 -2.846  0.468
H27 0.866 -2.284 -4.268  0.948
H28 1.974 -2.317 -2.898  -1.657
H29 0.933 0.234 -4.282  0.291
H30 2.573 -0.404 -4.324  0.406
H31 1.917 0.234 -2.820  0.055
H32 0.508 -4.011 -1.376  -0.447
H33 -0.618 -4.199 -2.716  0.576
H34 -1.530 -3.404 0.128  -0.060
H35 -1.537 -5.062 -0.482  0.424
H36 -2.571 -3.853 -1.228  0.322
N1 1.678 -0.085 0.317  0.055
C35 2.375 -1.178 -0.297  0.036
C36 3.335 -0.941 -1.273  -0.984
C37 3.848 -2.005 -1.990  -0.789
C38 3.426 -3.300 -1.723  -0.583
C39 2.554 -3.534 -0.676  -0.004
C40 2.009 -2.473 0.031  0.992
S1 3.937 -4.635 -2.803  1.314
O1 3.481 -4.135 -4.093  -0.667
O2 3.194 -5.774 -2.288  -0.725
O3 5.375 -4.687 -2.636  -0.700
H37 2.049 0.800 -0.025  -0.047
H38 1.773 -0.073 1.336  0.224
H39 3.640 0.073 -1.500  0.552
H40 4.549 -1.842 -2.795  0.447
H41 2.269 -4.554 -0.470  0.624
H42 1.287 -2.646 0.823  -0.499



# 2
A molecular structure, C40H42BN6P2S2Sn. Source: the OMol25 dataset; level of theory: ωB97M-V with the def2-TZVPD basis set.

E_HOMO ... -10.3 eV
Total charge ... +1
Calculated total energy ... -3596.16808 a.u.

Each line ends with the Mulliken charge.
Positions of all 94 atoms, in Å:
Sn1 -1.280 0.060 1.092  0.913
C1 -3.585 2.976 0.965  -1.275
C2 -3.112 2.553 2.315  0.608
C3 -3.376 3.154 3.544  -1.419
C4 -2.757 2.361 4.493  0.913
C5 -2.714 2.523 5.975  -1.322
N1 -2.152 1.344 3.854  0.751
N2 -2.369 1.462 2.509  -0.097
B1 -1.462 0.096 4.454  -1.369
N3 0.018 0.090 4.008  0.779
N4 0.316 0.188 2.680  0.415
C6 1.653 0.205 2.572  0.575
C7 2.352 0.290 1.261  -0.827
C8 2.215 0.138 3.844  -1.652
C9 1.149 0.065 4.723  1.046
C10 1.151 -0.044 6.210  -1.326
N5 -2.126 -1.190 3.908  0.627
N6 -2.221 -1.374 2.564  0.057
C11 -2.923 -2.486 2.352  0.551
C12 -3.224 -2.977 0.972  -1.260
C13 -3.295 -3.031 3.579  -1.403
C14 -2.776 -2.180 4.541  0.928
C15 -2.861 -2.264 6.027  -1.287
H1 -4.551 3.471 1.060  0.402
H2 -2.893 3.674 0.494  0.208
H3 -3.700 2.129 0.291  0.230
H4 -3.952 4.045 3.720  0.517
H5 -3.188 3.463 6.249  0.359
H6 -3.241 1.715 6.482  0.255
H7 -1.690 2.534 6.347  0.256
H8 -1.541 0.126 5.645  -0.029
H9 1.661 0.443 0.433  -0.415
H10 3.056 1.119 1.263  0.452
H11 2.917 -0.622 1.066  0.418
H12 3.261 0.142 4.094  0.539
H13 2.176 -0.090 6.569  0.356
H14 0.662 0.811 6.676  0.243
H15 0.630 -0.943 6.540  0.246
H16 -3.576 -2.173 0.324  0.255
H17 -2.342 -3.413 0.500  0.216
H18 -4.000 -3.739 1.009  0.368
H19 -3.871 -3.925 3.746  0.498
H20 -3.382 -3.176 6.309  0.361
H21 -1.872 -2.279 6.485  0.231
H22 -3.404 -1.417 6.447  0.269
S1 -1.788 2.055 -1.866  -0.460
P1 0.046 1.601 -2.399  1.035
C16 0.395 -0.097 -1.895  -0.702
P2 0.383 -1.539 -2.802  0.803
S2 -1.518 -1.376 -2.393  -0.373
C17 0.862 -1.614 -4.519  0.570
C18 2.180 -1.310 -4.859  -0.222
C19 2.572 -1.326 -6.186  -0.807
C20 1.651 -1.664 -7.173  -0.471
C21 0.345 -1.977 -6.836  -0.751
C22 -0.058 -1.944 -5.508  -0.215
C23 1.288 -2.851 -1.984  0.303
C24 1.457 -4.088 -2.603  -0.544
C25 1.999 -5.148 -1.892  -0.680
C26 2.374 -4.978 -0.566  -0.604
C27 2.206 -3.747 0.054  -0.438
C28 1.658 -2.688 -0.652  0.257
C29 0.360 1.913 -4.143  0.627
C30 1.379 2.728 -4.628  -0.316
C31 1.526 2.926 -5.996  -0.803
C32 0.658 2.312 -6.883  -0.573
C33 -0.379 1.519 -6.405  -0.715
C34 -0.535 1.328 -5.044  -0.622
C35 1.335 2.443 -1.452  -0.322
C36 2.684 2.264 -1.768  0.075
C37 3.668 2.890 -1.021  -0.793
C38 3.312 3.686 0.063  -0.713
C39 1.976 3.842 0.398  -0.553
C40 0.987 3.225 -0.358  -0.399
H23 2.904 -1.058 -4.092  0.372
H24 3.592 -1.084 -6.454  0.455
H25 1.961 -1.683 -8.209  0.425
H26 -0.366 -2.241 -7.608  0.455
H27 -1.083 -2.167 -5.240  0.442
H28 1.163 -4.230 -3.636  0.411
H29 2.128 -6.108 -2.373  0.415
H30 2.795 -5.807 -0.014  0.401
H31 2.498 -3.614 1.088  0.504
H32 1.510 -1.727 -0.181  -0.164
H33 2.050 3.239 -3.953  0.523
H34 2.314 3.570 -6.363  0.445
H35 0.775 2.467 -7.947  0.422
H36 -1.075 1.062 -7.095  0.457
H37 -1.365 0.741 -4.670  0.401
H38 2.975 1.630 -2.598  0.530
H39 4.710 2.760 -1.284  0.434
H40 4.079 4.184 0.641  0.396
H41 1.697 4.458 1.243  0.461
H42 -0.063 3.367 -0.127  0.458



- What is the calculated total energy in the second record?
  -3596.16808 a.u.



- Which value of calculated total energy does entry 2 give?
  -3596.16808 a.u.



- Look up the calculated total energy of the second one.
  -3596.16808 a.u.